--- one ---
11 unconnected molecules or ions with the total composition C26H79N5O11, computed with ωB97M-V/def2-TZVPD.

Last column: Löwdin charge in e.
CARTESIAN COORDINATES (ANGSTROEM)
C (-6.16589, 5.08155, 1.73152)  -0.163
O (-6.05833, 3.68194, 2.03412)  -0.122
H (-6.90820, 5.63806, 2.30367)  0.077
H (-5.18622, 5.47971, 1.99572)  0.066
H (-6.17228, 5.37686, 0.68231)  0.074
H (-6.37323, 3.61072, 2.93820)  0.068
C (-8.15796, -1.73979, 0.63857)  -0.216
O (-9.26775, -2.50772, 0.47323)  -0.102
H (-8.39691, -0.68610, 0.49457)  0.078
H (-7.75680, -1.74900, 1.65202)  0.080
H (-7.37716, -2.05614, -0.05308)  0.076
H (-9.80864, -2.17148, -0.24508)  0.084
C (5.96576, -3.33934, 0.23715)  -0.161
O (4.72103, -3.30153, 0.93840)  -0.127
H (6.76336, -3.21941, 0.97033)  0.069
H (6.10813, -4.32541, -0.20501)  0.074
H (6.05707, -2.54814, -0.50700)  0.076
H (4.39514, -2.40114, 0.86985)  0.068
C (1.03326, 3.22871, 8.42086)  -0.172
O (1.40463, 3.08340, 9.77987)  -0.121
H (0.72620, 4.23798, 8.14664)  0.075
H (1.92205, 3.05970, 7.81292)  0.067
H (0.33107, 2.45017, 8.12270)  0.080
H (1.83463, 3.89789, 10.05062)  0.071
C (-2.20992, -5.28816, 7.46154)  -0.187
O (-2.12700, -3.88998, 7.47168)  -0.115
H (-3.14967, -5.57715, 6.99094)  0.074
H (-1.43564, -5.77615, 6.86955)  0.078
H (-2.12338, -5.68532, 8.47291)  0.076
H (-2.82494, -3.62168, 8.07376)  0.074
C (5.94847, 2.21613, -4.57403)  -0.191
O (6.22950, 1.91631, -3.24197)  -0.112
H (6.37479, 1.46365, -5.23745)  0.076
H (4.86932, 2.10909, -4.68394)  0.078
H (6.28004, 3.20273, -4.89774)  0.075
H (7.13139, 1.58755, -3.23217)  0.074
C (-0.73025, 0.05145, 1.18606)  -0.071
C (-0.12780, 0.39729, -0.15225)  -0.427
C (-0.98056, 1.34779, -1.07042)  -0.204
O (-0.23976, 1.63966, -2.23426)  -0.198
C (-1.00459, 2.22731, -3.25851)  -0.117
N (1.13305, 1.05237, 0.14429)  0.026
H (-1.75174, -0.24449, 0.94716)  0.075
H (-0.73986, 0.86896, 1.90695)  0.078
H (-0.19986, -0.77930, 1.65152)  0.081
H (0.11289, -0.49913, -0.72374)  0.138
H (-1.31817, 2.27800, -0.61344)  0.123
H (-1.94238, 0.92038, -1.35379)  0.114
H (-0.36801, 2.64534, -4.03832)  0.089
H (-1.68698, 3.01004, -2.92718)  0.083
H (-1.65555, 1.47320, -3.70084)  0.084
H (1.51483, 1.41787, -0.71638)  0.062
H (0.89960, 1.87891, 0.67574)  0.065
C (0.38025, -0.19330, -11.80148)  -0.063
C (-0.93119, 0.08339, -12.48140)  -0.440
C (-1.23993, 1.60565, -12.70103)  -0.211
O (-1.50714, 2.34925, -11.56384)  -0.186
C (-2.77525, 2.18704, -11.00247)  -0.116
N (-0.89419, -0.50946, -13.81900)  0.017
H (0.36008, 0.22914, -10.79687)  0.079
H (1.25186, 0.20503, -12.32084)  0.087
H (0.39943, -1.27884, -11.70486)  0.076
H (-1.76572, -0.41346, -11.98661)  0.126
H (-2.07142, 1.75587, -13.38961)  0.115
H (-0.37131, 2.08074, -13.15698)  0.128
H (-3.01653, 1.19275, -10.62661)  0.081
H (-3.50052, 2.44982, -11.77256)  0.086
H (-2.85342, 2.86682, -10.15401)  0.090
H (-0.48556, -1.43289, -13.83858)  0.064
H (-1.85227, -0.69150, -14.08174)  0.067
C (7.68199, 4.70883, 4.65809)  -0.095
C (6.30522, 4.27317, 4.29960)  -0.429
C (5.45201, 5.40749, 3.57232)  -0.188
O (4.10386, 4.98088, 3.48978)  -0.198
C (3.21303, 5.97368, 3.04514)  -0.120
N (6.44058, 3.17084, 3.35950)  0.034
H (7.78723, 5.63770, 5.21864)  0.074
H (8.30027, 4.91409, 3.78419)  0.077
H (8.19116, 3.85845, 5.11164)  0.079
H (5.75449, 3.93491, 5.17731)  0.134
H (5.85619, 5.63419, 2.58573)  0.127
H (5.50501, 6.31331, 4.17629)  0.116
H (3.41851, 6.45248, 2.08773)  0.086
H (3.08457, 6.71730, 3.83167)  0.086
H (2.27138, 5.45065, 2.87827)  0.086
H (5.99251, 2.35095, 3.74305)  0.071
H (5.77286, 3.37325, 2.62923)  0.060
C (-9.84082, -6.76228, -4.66838)  -0.066
C (-9.06799, -5.92798, -5.70557)  -0.418
C (-7.77595, -5.38490, -5.01612)  -0.220
O (-6.92933, -4.82562, -5.96188)  -0.210
C (-5.67313, -4.44944, -5.44491)  -0.110
N (-8.75620, -6.71843, -6.90865)  0.041
H (-9.49399, -7.79336, -4.59987)  0.077
H (-10.81060, -6.72451, -5.16456)  0.073
H (-10.00741, -6.26788, -3.71135)  0.078
H (-9.72290, -5.13418, -6.06484)  0.129
H (-7.22756, -6.19464, -4.53477)  0.127
H (-8.03906, -4.54686, -4.37072)  0.125
H (-5.02650, -4.01600, -6.20787)  0.083
H (-5.07841, -5.25324, -5.01095)  0.091
H (-5.83844, -3.56385, -4.83131)  0.087
H (-8.44947, -7.62330, -6.58119)  0.058
H (-7.89510, -6.34602, -7.28272)  0.056
C (4.83845, -1.96258, 7.90443)  -0.062
C (4.76494, -2.02760, 9.43512)  -0.430
C (5.61582, -0.92627, 10.12479)  -0.239
O (6.99152, -1.09110, 9.99715)  -0.185
C (7.77651, 0.04502, 10.28199)  -0.103
N (3.42876, -1.75270, 9.92673)  0.031
H (4.34028, -2.87626, 7.58022)  0.075
H (5.85461, -1.88119, 7.51857)  0.076
H (4.28103, -1.10259, 7.53320)  0.075
H (5.13875, -3.00698, 9.73375)  0.134
H (5.32678, -0.80223, 11.16842)  0.124
H (5.34409, 0.04343, 9.70772)  0.115
H (7.44004, 0.93477, 9.74979)  0.084
H (8.77830, -0.25919, 9.97871)  0.091
H (7.74880, 0.25221, 11.35176)  0.085
H (3.40215, -0.74308, 9.93469)  0.061
H (2.79353, -2.07362, 9.21007)  0.067

Results
* total charge: 0
* lowest unoccupied orbital energy: 0.0127 Ha
* HOMO: -9.2 eV
* Kohn-Sham gap: 9.59 eV
* SMILES: COC[C@H](C)N.COC[C@H](C)N.COC[C@H](C)N.COC[C@H](C)N.COC[C@H](C)N.CO.CO.CO.CO.CO.CO

***

--- two ---
11 unconnected molecules or ions with the total composition C26H79N5O11, computed with ωB97M-V/def2-TZVPD.

Last column: Löwdin charge in e.
CARTESIAN COORDINATES (ANGSTROEM)
C (-19.29827, -13.78306, 17.64329)  -0.042
C (-18.06966, -12.93216, 17.94420)  -0.404
C (-18.29426, -11.48931, 18.32538)  -0.214
O (-18.63847, -10.77381, 17.15318)  -0.195
C (-19.52172, -9.68468, 17.33753)  -0.096
N (-17.17154, -13.57938, 18.98151)  0.036
H (-19.80041, -13.46334, 16.78179)  0.051
H (-20.04162, -13.65955, 18.44236)  0.083
H (-18.95461, -14.81589, 17.51057)  0.084
H (-17.38712, -12.88107, 17.11583)  0.121
H (-17.41409, -10.91831, 18.66874)  0.119
H (-19.02838, -11.50673, 19.07615)  0.108
H (-19.08833, -8.88375, 17.95878)  0.078
H (-20.44055, -9.99079, 17.79781)  0.084
H (-19.67221, -9.25522, 16.37615)  0.071
H (-16.21107, -13.21307, 19.00713)  0.044
H (-17.55543, -13.42909, 19.88467)  0.041
C (-20.09045, -6.09686, 16.74162)  -0.048
C (-20.38495, -4.60335, 16.59423)  -0.403
C (-19.57942, -3.98742, 15.51426)  -0.252
O (-18.25061, -4.22738, 15.83362)  -0.177
C (-17.33237, -3.83763, 14.85909)  -0.098
N (-21.82992, -4.32068, 16.28382)  0.045
H (-19.07726, -6.42460, 17.04111)  0.074
H (-20.34136, -6.59484, 15.79619)  0.060
H (-20.80013, -6.57116, 17.44149)  0.082
H (-20.13955, -4.14363, 17.53682)  0.131
H (-19.87153, -2.90257, 15.46261)  0.134
H (-19.91236, -4.38066, 14.48962)  0.135
H (-16.33692, -4.10715, 15.20600)  0.089
H (-17.43133, -2.81724, 14.58468)  0.060
H (-17.53400, -4.51841, 13.95448)  0.096
H (-22.44707, -4.52037, 17.03619)  0.065
H (-21.94298, -3.34763, 16.00077)  0.082
C (-18.94127, 1.00471, 13.36534)  -0.068
C (-19.33422, 0.29696, 12.07119)  -0.448
C (-19.80763, -1.04957, 12.45926)  -0.300
O (-20.31620, -1.62951, 11.33141)  -0.176
C (-20.72516, -3.00056, 11.47650)  -0.063
N (-20.32585, 1.05140, 11.30965)  0.062
H (-19.71638, 1.60214, 13.83583)  0.077
H (-18.10060, 1.66858, 13.12032)  0.074
H (-18.49397, 0.35392, 14.11357)  0.066
H (-18.42570, 0.04113, 11.49478)  0.141
H (-20.58139, -0.98591, 13.28260)  0.144
H (-18.97899, -1.56794, 12.99514)  0.117
H (-20.97923, -3.50546, 10.55701)  0.076
H (-21.51034, -2.96849, 12.21761)  0.080
H (-19.89210, -3.69231, 11.76850)  0.094
H (-19.92160, 1.74928, 10.74177)  0.054
H (-20.89606, 0.49853, 10.68340)  0.070
C (-13.31510, -9.29661, 18.34200)  -0.034
C (-14.41484, -10.41075, 18.26333)  -0.396
C (-14.96708, -10.36397, 16.83320)  -0.219
O (-15.26424, -9.07878, 16.32464)  -0.216
C (-15.99950, -9.14212, 15.10483)  -0.075
N (-14.05392, -11.82726, 18.48697)  0.037
H (-12.77129, -9.48309, 19.24687)  0.064
H (-13.70938, -8.25093, 18.36467)  0.070
H (-12.65743, -9.49233, 17.57864)  0.045
H (-15.23917, -10.08456, 18.95339)  0.138
H (-15.92181, -10.89577, 16.80765)  0.106
H (-14.21299, -10.88505, 16.25652)  0.123
H (-16.12827, -8.13701, 14.77430)  0.071
H (-16.89470, -9.71611, 15.11547)  0.074
H (-15.29968, -9.70098, 14.37443)  0.121
H (-13.39252, -12.29285, 17.83535)  0.095
H (-13.83236, -12.03460, 19.44971)  0.070
C (-16.26684, -3.29089, 11.64151)  -0.076
C (-14.82078, -3.46937, 11.31465)  -0.430
C (-14.00940, -3.86898, 12.55724)  -0.233
O (-14.44112, -5.13728, 12.91113)  -0.203
C (-13.35505, -5.82114, 13.54134)  -0.087
N (-14.79463, -4.38890, 10.21111)  0.041
H (-16.35350, -2.64986, 12.50383)  0.060
H (-16.79802, -4.21569, 11.91074)  0.077
H (-16.82687, -2.70257, 10.93212)  0.077
H (-14.36092, -2.46933, 11.04392)  0.160
H (-14.15227, -3.10566, 13.39481)  0.150
H (-12.96729, -3.94857, 12.27982)  0.105
H (-13.68044, -6.76940, 13.92983)  0.076
H (-13.06026, -5.29502, 14.45635)  0.086
H (-12.41822, -5.83988, 12.91209)  0.107
H (-13.89642, -4.53917, 9.65201)  0.124
H (-14.95985, -5.32011, 10.56185)  0.058
C (-15.74031, -8.07945, 11.18833)  -0.207
O (-16.34617, -9.10385, 11.86633)  -0.107
H (-14.75891, -8.42703, 10.82628)  0.090
H (-16.28895, -7.86722, 10.25915)  0.079
H (-15.53158, -7.19948, 11.73885)  0.036
H (-17.23273, -8.86786, 12.19664)  0.065
C (-16.06750, -6.69652, 17.87943)  -0.182
O (-17.00176, -7.63102, 18.13477)  -0.097
H (-15.08816, -7.07029, 18.16305)  0.054
H (-16.06957, -6.48799, 16.80129)  0.086
H (-16.32696, -5.83507, 18.40473)  0.072
H (-16.79052, -8.34690, 17.57693)  0.025
C (-18.73769, -7.23272, 13.55686)  -0.119
O (-17.88112, -6.67276, 12.50371)  -0.166
H (-18.74167, -8.33382, 13.62870)  0.070
H (-18.29178, -7.01464, 14.49604)  0.048
H (-19.81755, -6.98022, 13.48233)  0.076
H (-18.37342, -6.76560, 11.64690)  0.017
C (-23.04251, -5.80087, 12.81006)  -0.113
O (-21.83439, -5.43236, 13.54052)  -0.189
H (-23.87023, -5.09343, 12.88858)  0.072
H (-22.56617, -5.73654, 11.77818)  0.087
H (-23.36254, -6.78241, 13.05489)  0.056
H (-21.97208, -5.39046, 14.49511)  0.017
C (-20.19644, -6.90894, 9.41319)  -0.100
O (-19.03881, -6.74205, 10.21706)  -0.137
H (-20.34595, -5.96137, 8.86785)  0.090
H (-19.96771, -7.65486, 8.65550)  0.080
H (-21.07701, -7.15701, 10.04451)  0.091
H (-18.55666, -6.01942, 9.82858)  0.056
C (-16.89690, -5.17055, 7.68612)  -0.128
O (-17.60503, -4.16560, 8.47433)  -0.128
H (-17.40817, -6.11196, 7.59936)  0.059
H (-16.82351, -4.79365, 6.65246)  0.081
H (-15.89976, -5.27165, 8.11511)  0.058
H (-16.98263, -4.11830, 9.18728)  -0.003

Results
* total charge: 0
* lowest unoccupied orbital energy: 0.0248 Ha
* HOMO: -8.9 eV
* Kohn-Sham gap: 9.62 eV
* SMILES: COC[C@H](C)N.COC[C@H](C)N.COC[C@H](C)N.COC[C@H](C)N.COC[C@H](C)N.CO.CO.CO.CO.CO.CO

***

Stability, highest: two

***

--- one ---
2 unconnected molecules or ions with the total composition C4H10NS, computed with ωB97M-V/def2-TZVPD.

Last column: natural (NBO) charge in e.
CARTESIAN COORDINATES (ANGSTROEM)
C (0.50420, -0.35679, 2.01969)  0.173
C (0.08682, -0.70729, -0.18408)  -0.113
C (0.16804, -1.47263, 2.98752)  -0.796
C (-0.72565, 0.90414, -1.98423)  -0.356
N (0.40715, 0.39817, -1.10951)  -0.633
S (0.03187, 2.29991, -2.98986)  -0.043
H (1.26683, 0.41116, 2.31645)  0.165
H (-1.08481, -0.55237, -0.04065)  0.159
H (0.44082, -1.24472, 4.01273)  0.269
H (0.89535, -2.25297, 2.74269)  0.308
H (-0.83487, -1.95478, 2.80455)  0.270
H (-0.86730, -0.07083, -2.43708)  0.231
H (-1.66227, 1.38321, -1.67986)  0.273
H (0.74726, 1.16461, -0.47794)  0.449
H (1.17858, 0.22943, -1.79459)  0.453
H (-0.55203, 1.82174, -4.18581)  0.190

Results
* total charge: +1
* lowest unoccupied orbital energy (spin up / spin down): -0.1826 / -0.2071 Ha
* HOMO (spin up / spin down): -13.4 / -12.9 eV
* Kohn-Sham gap (spin up / spin down): 8.47 / 7.30 eV

***

--- two ---
A gas-phase ion, C4H10NS (charge +1), computed with ωB97M-V/def2-TZVPD.

Last column: natural (NBO) charge in e.
CARTESIAN COORDINATES (ANGSTROEM)
C (1.28500, 0.18848, -0.22910)  -0.137
C (0.48314, -0.42765, 0.60178)  -0.111
C (2.77038, 0.13454, -0.09225)  -0.655
C (-1.81554, 0.22502, -0.31201)  -0.382
N (-0.96013, -0.55556, 0.59597)  -0.536
S (-3.63473, -0.13143, -0.00411)  -0.028
H (1.18793, 0.89820, -1.07260)  0.255
H (0.85751, -1.02680, 1.49102)  0.238
H (3.16885, -0.43209, 0.84521)  0.227
H (3.30447, 1.05583, -0.12664)  0.251
H (3.22211, -0.47457, -0.93791)  0.255
H (-1.66325, 1.35726, -0.24457)  0.253
H (-1.66530, 0.17696, -1.37718)  0.251
H (-1.09497, -1.58694, 0.37694)  0.464
H (-1.37226, -0.20730, 1.47709)  0.460
H (-4.07320, 0.80604, -0.99164)  0.195

Results
* total charge: +1
* lowest unoccupied orbital energy: -0.1333 Ha
* HOMO: -13.7 eV
* Kohn-Sham gap: 10.07 eV
* SMILES: C/C=C/[NH2+]CS

***

--- three ---
2 unconnected molecules or ions with the total composition C4H10NS, computed with ωB97M-V/def2-TZVPD.

Last column: natural (NBO) charge in e.
CARTESIAN COORDINATES (ANGSTROEM)
C (2.13137, -0.25325, 1.05636)  -0.364
C (-1.13802, -0.43739, -1.25684)  0.028
C (1.93824, 0.41904, -0.04196)  -0.367
C (-1.71361, 0.83947, 0.66382)  -0.449
N (-1.44269, -0.30965, -0.01661)  -0.477
S (1.33035, -0.33088, -1.49934)  0.184
H (1.98043, -1.32952, 1.19348)  0.205
H (2.44215, 0.08087, 1.99377)  0.233
H (-1.14160, -1.42965, -1.77811)  0.243
H (-1.44931, 0.29630, -1.93856)  0.222
H (2.01662, 1.46556, -0.30917)  0.244
H (-2.33145, 0.61994, 1.49812)  0.247
H (-0.77722, 1.42696, 0.89895)  0.232
H (-2.26403, 1.67723, 0.07053)  0.239
H (-1.32793, -1.22702, 0.49169)  0.429
H (1.74668, -1.50799, -1.02614)  0.152

Results
* total charge: +1
* lowest unoccupied orbital energy: -0.1558 Ha
* HOMO: -13.2 eV
* Kohn-Sham gap: 8.98 eV

***

Stability, highest: two